Formula: CH10IN2Ti
Source: the OMol25 dataset
Level of theory: ωB97M-V/def2-TZVPD

Each line ends with the Mulliken spin population.
Atoms and positions in Å:
1 I -0.76746 0.45337 2.18541  -0.0070
2 Ti -1.95182 0.06992 -0.03592  1.7919
3 N -1.98999 -2.02174 -0.36256  0.1035
4 N -0.72461 0.28423 -1.79718  -0.0167
5 C 2.52594 1.42158 0.14712  -0.1297
6 H -1.35575 -2.22884 0.40433  -0.0132
7 H 2.61496 2.12780 0.97101  0.0167
8 H -0.04097 -0.49079 -1.80857  0.0500
9 H -2.86368 -2.52702 -0.20464  0.0160
10 H -1.13585 0.28518 -2.75941  0.0430
11 H -0.14338 1.13704 -1.72679  0.0075
12 H 3.02348 0.48526 0.31437  0.0528
13 H 1.43659 1.16015 0.12586  -0.0006
14 H 2.78373 1.91217 -0.81103  0.0240
15 H -1.56770 -2.36163 -1.23832  0.0619

The LUMO energy (spin up / spin down) is 2.99 / 3.00 eV. As for the spin multiplicity: 3. For the calculated total energy, the calculation gives -35394.5719 eV. Its expectation value of S² is 2.477. As for the orbital gap (spin up / spin down): 4.06 / 3.12 eV. The calculation puts the energy above the lowest of the compared OMol25 structures with the same formula, charge and spin at 0.0000 eV. As for the net charge: -1. Its HOMO energy (spin up / spin down) is -1.1 / -0.1 eV.